Entry 1:
26
Properties=species:S:1:pos:R:3:mulliken_spin:R:1 method="wB97M-V/def2-TZVPD" spin_multiplicity=4 de_lowest_ev=1.872 mol_weight_g_mol=431.90 gap_ev="5.299 / 8.099" e_tot_ev=-88344.01745 s2=3.78 total_charge=-2
O 0.43 -0.57 -0.17 -0.120
V -0.89 -1.35 -0.64 2.058
C -2.65 -2.42 0.94 -0.041
O -1.46 -2.27 1.27 0.074
O -3.66 -1.98 1.42 0.544
O -2.81 -2.26 -0.24 0.445
Cl -2.60 1.29 -1.17 -0.002
O -2.63 2.64 -1.61 0.002
O -3.92 0.71 -1.16 0.001
O -1.77 0.47 -2.06 0.012
O -2.02 1.22 0.17 0.009
Cl 0.23 -3.75 -2.20 -0.010
O 0.44 -3.58 -0.80 0.009
O -0.38 -2.50 -2.66 0.012
O 1.47 -3.98 -2.94 0.003
O -0.78 -4.78 -2.39 0.004
C 1.90 2.72 2.24 0.000
C 3.18 2.19 1.71 0.000
O 2.87 1.53 0.49 -0.001
C 1.67 2.10 0.06 0.002
O 1.19 1.88 -1.02 0.000
O 1.12 2.83 1.04 0.000
F 3.58 1.33 2.59 0.000
H 2.16 3.62 2.81 0.000
H 1.40 1.92 2.79 0.000
H 3.91 2.98 1.51 0.000

Entry 2:
15
Properties=species:S:1:pos:R:3:nbo_charge:R:1 method="wB97M-V/def2-TZVPD" de_lowest_ev=0.769 mol_weight_g_mol=249.51 gap_ev="7.024 / 7.030" e_tot_ev=-59672.20386
C -1.21 0.60 0.85 0.232
C -0.79 -1.14 -0.82 0.364
C -1.75 -0.08 -0.37 -0.606
C 0.60 -0.75 0.92 0.334
N -0.14 0.26 1.44 -0.472
N 0.28 -1.45 -0.18 -0.515
O 3.36 0.22 -0.64 -0.878
O 2.41 2.08 0.70 -0.878
S 2.24 0.85 0.00 1.807
Cl -1.16 -2.00 -2.21 0.124
Cl 1.72 -1.49 1.98 0.121
Cl 0.84 1.34 -1.60 -0.417
H -1.77 1.43 1.27 0.211
H -2.74 -0.51 -0.17 0.276
H -1.89 0.65 -1.17 0.296

Entry 3:
14
Properties=species:S:1:pos:R:3:nbo_charge:R:1 method="wB97M-V/def2-TZVPD" smiles="ClC(Cl)(Cl)/C=N/n1cnnc1" de_lowest_ev=0.647 mol_weight_g_mol=213.46 gap_ev=8.361 e_tot_ev=-47720.32321
Cl 0.77 -0.07 3.74 0.050
C -0.36 -0.50 2.45 -0.139
Cl -0.37 -2.32 2.37 0.035
Cl -1.96 0.02 3.03 0.029
C -0.23 0.17 1.23 -0.074
N -0.06 -0.69 0.02 -0.121
N 0.16 -0.05 -1.11 -0.231
C 0.54 1.28 -1.48 0.112
N 0.81 1.25 -2.75 -0.245
N 0.48 0.06 -3.27 -0.269
C 0.15 -0.74 -2.27 0.167
H -0.45 1.25 1.25 0.235
H 0.64 2.11 -0.75 0.222
H -0.11 -1.77 -2.47 0.230